[1]
The following is a DFT calculation (wB97M-V/def2-TZVPD) of 7 unconnected molecules or ions with the total composition C6H26O10 at a distorted geometry.

Calculated values
**LUMO energy**: 0.2 eV
**SMILES**: OCCO.OCCO.OCCO.O.O.O.O
**Highest occupied orbital energy**: -0.3725 hartree
**Kohn-Sham gap**: 10.4 eV
**Relative energy (zero: lowest compared OMol25 entry of this formula, charge and spin)**: 2.384 eV

Geometry (Å):
1 O -2.7605 1.1937 0.5990
2 C -2.2752 -0.0583 0.0749
3 C -2.4705 -1.1318 1.1299
4 O -3.8563 -1.3294 1.4874
5 H -3.6929 1.1990 0.3704
6 H -2.5685 -0.4079 -0.9150
7 H -1.1890 0.0063 0.0116
8 H -2.0236 -0.8966 2.0958
9 H -1.9457 -2.0390 0.8304
10 H -3.9542 -1.5236 2.4225
11 O -0.1096 0.2313 -3.0483
12 C -1.0837 -0.8217 -3.4034
13 C -0.5195 -2.1615 -2.9024
14 O -0.2973 -2.0455 -1.5227
15 H -0.1984 0.5282 -2.1397
16 H -2.0311 -0.5959 -2.9140
17 H -1.5118 -0.8603 -4.4051
18 H 0.4256 -2.1955 -3.4443
19 H -1.0202 -3.0828 -3.2002
20 H 0.4560 -2.5521 -1.2104
21 O 2.6765 0.0748 3.2941
22 C 1.4299 0.3674 2.6065
23 C 0.1665 0.2102 3.5135
24 O -0.1944 -1.0344 4.0298
25 H 2.8611 -0.8673 3.2864
26 H 1.4479 1.3463 2.1275
27 H 1.4568 -0.2701 1.7227
28 H -0.6583 0.4607 2.8464
29 H 0.1924 0.9032 4.3544
30 H 0.4082 -1.2532 4.7444
31 O 1.2205 1.2120 -0.6989
32 H 0.8053 2.0737 -0.6634
33 H 2.0919 1.3500 -0.3275
34 O -0.2656 3.5798 0.9910
35 H -0.9582 4.0380 1.4672
36 H -0.4626 2.6514 1.1153
37 O 4.0740 1.9332 -1.6065
38 H 3.6431 1.2422 -2.1095
39 H 4.6465 2.3685 -2.2382
40 O 2.9919 -0.5140 -3.0055
41 H 2.1353 -0.0877 -2.9786
42 H 2.9178 -1.2410 -2.3873


[2]
The following is a DFT calculation (wB97M-V/def2-TZVPD) of a single C7H9NO2 molecule at a distorted geometry.

Calculated values
**LUMO energy (spin up / spin down)**: -0.2 / -0.8 eV
**Highest occupied orbital energy (spin up / spin down)**: -0.2967 / -0.3135 hartree
**Kohn-Sham gap (spin up / spin down)**: 7.9 / 7.8 eV
**Relative energy (zero: lowest compared OMol25 entry of this formula, charge and spin)**: 7.122 eV

Geometry (Å):
1 C -3.3772 1.2331 0.3529
2 C -2.5987 0.3017 0.2320
3 C -1.2395 -1.8476 0.3690
4 C -0.5542 0.1492 -1.0606
5 C 0.2545 1.1772 -0.1294
6 C -1.4677 -0.5241 -0.1385
7 C 1.9426 -0.5008 0.5680
8 N 0.8032 0.3028 0.8693
9 O -0.5395 -2.6822 -0.1151
10 O -0.1485 -0.2637 1.5768
11 H -4.0338 2.0028 0.7264
12 H -1.7814 -2.0636 1.3059
13 H -0.9652 0.5993 -1.9062
14 H 0.1881 -0.4379 -1.5801
15 H 1.1224 1.6131 -0.5677
16 H -0.5009 1.7210 0.3709
17 H 2.8164 -0.1088 0.9716
18 H 1.8873 -1.3422 1.2310
19 H 1.8180 -0.6329 -0.4764


[3]
The following is a DFT calculation (wB97M-V/def2-TZVPD) of a single C19H19NO4 molecule at a distorted geometry.

Calculated values
**LUMO energy**: 0.8 eV
**SMILES**: CCCOc1ccccc1[C@H]1CC(=O)Nc2cc3c(cc21)OCO3
**Highest occupied orbital energy**: -0.2848 hartree
**Kohn-Sham gap**: 8.5 eV
**Relative energy (zero: lowest compared OMol25 entry of this formula, charge and spin)**: 1.246 eV

Geometry (Å):
1 C -6.2480 -1.7695 -1.7317
2 C -4.7660 -1.4303 -1.6511
3 C -4.3716 -0.9841 -0.2467
4 O -2.9909 -0.6870 -0.2642
5 C -2.3931 -0.2321 0.8737
6 C -3.0467 -0.0567 2.0863
7 C -2.3529 0.4102 3.1905
8 C -1.0067 0.6990 3.0965
9 C -0.3512 0.5227 1.8881
10 C -1.0230 0.0624 0.7709
11 C -0.3535 -0.1179 -0.5777
12 C -0.7648 1.0192 -1.5221
13 C -0.1591 2.3388 -1.1056
14 O -0.7183 3.4095 -1.1838
15 N 1.1303 2.2428 -0.6734
16 C 1.8408 1.0566 -0.5209
17 C 3.2334 1.1060 -0.3886
18 C 3.8864 -0.0889 -0.2195
19 C 3.1977 -1.3015 -0.1793
20 C 1.8311 -1.3553 -0.3034
21 C 1.1461 -0.1540 -0.4770
22 O 4.0934 -2.3259 -0.0020
23 C 5.3646 -1.7185 0.0666
24 O 5.2268 -0.3192 -0.0677
25 H -6.5079 -2.0855 -2.7385
26 H -6.4950 -2.5752 -1.0438
27 H -6.8534 -0.9027 -1.4765
28 H -4.5261 -0.6284 -2.3512
29 H -4.1657 -2.3005 -1.9221
30 H -4.9488 -0.0939 0.0396
31 H -4.5808 -1.7858 0.4758
32 H -4.0978 -0.2785 2.1820
33 H -2.8760 0.5448 4.1255
34 H -0.4642 1.0612 3.9562
35 H 0.7035 0.7423 1.8201
36 H -0.7192 -1.0598 -0.9983
37 H -1.8481 1.1194 -1.5599
38 H -0.4042 0.8022 -2.5322
39 H 1.6102 3.1113 -0.4769
40 H 3.7686 2.0405 -0.4161
41 H 1.3028 -2.2927 -0.2602
42 H 5.8330 -1.9502 1.0368
43 H 6.0032 -2.1042 -0.7445


[4]
The following is a DFT calculation (wB97M-V/def2-TZVPD) of 4 unconnected molecules or ions with the total composition C12H32O4 at a distorted geometry.

Calculated values
**LUMO energy**: 0.7 eV
**SMILES**: CC(C)O.CC(C)O.CC(C)O.CC(C)O
**Highest occupied orbital energy**: -0.3725 hartree
**Kohn-Sham gap**: 10.8 eV
**Relative energy (zero: lowest compared OMol25 entry of this formula, charge and spin)**: 0.564 eV

Geometry (Å):
1 C 2.3563 -4.3177 -0.0717
2 C 3.0482 -5.4316 0.6991
3 C 3.9428 -4.8283 1.7819
4 O 2.1215 -6.3336 1.2702
5 H 1.7854 -3.6781 0.6108
6 H 1.6516 -4.6545 -0.8349
7 H 3.0947 -3.7072 -0.5970
8 H 3.7205 -5.9486 0.0120
9 H 4.3514 -5.6192 2.4119
10 H 3.3911 -4.1410 2.4315
11 H 4.7780 -4.2656 1.3601
12 H 1.4673 -5.8166 1.7530
13 C 0.2183 -0.7032 0.4838
14 C 1.0181 -0.7401 -0.7897
15 C 0.1823 -0.3145 -1.9939
16 O 2.1397 0.1202 -0.6364
17 H 0.2970 0.3358 0.8380
18 H 0.6188 -1.2468 1.3423
19 H -0.8484 -0.9056 0.4095
20 H 1.3298 -1.7757 -0.9840
21 H -0.6805 -0.9798 -2.0750
22 H 0.7848 -0.2697 -2.8989
23 H -0.2702 0.6686 -1.8355
24 H 2.8281 -0.1396 -1.2559
25 C -3.0101 1.6162 -0.3634
26 C -4.1151 1.1401 -1.2655
27 C -4.6040 2.1974 -2.2332
28 O -3.6147 -0.0040 -1.9568
29 H -2.0358 1.4385 -0.8281
30 H -2.9044 1.0869 0.5857
31 H -3.0690 2.6823 -0.1365
32 H -4.9667 0.8325 -0.6396
33 H -3.7748 2.5771 -2.8363
34 H -4.9741 3.0680 -1.6849
35 H -5.4017 1.8074 -2.8634
36 H -4.2561 -0.2882 -2.6165
37 C 0.3283 4.0505 0.0201
38 C 0.0631 4.1914 1.5134
39 C 0.1695 2.8798 2.2440
40 O 1.0128 5.0703 2.1364
41 H 0.8156 4.9541 -0.3604
42 H -0.5901 3.9620 -0.5636
43 H 0.9955 3.2178 -0.2061
44 H -0.9377 4.6036 1.6997
45 H 0.1466 3.0373 3.3194
46 H 1.1076 2.3906 1.9755
47 H -0.6635 2.2516 1.9198
48 H 0.9522 5.9293 1.7091


[5]
The following is a DFT calculation (wB97M-V/def2-TZVPD) of a molecular structure, C15H15N8O7PPt.

Calculated values
**LUMO energy (spin up / spin down)**: -1.0 / -1.8 eV
**⟨S²⟩**: 2.01
**Highest occupied orbital energy (spin up / spin down)**: -0.3057 / -0.3323 hartree
**Multiplicity**: 3
**Kohn-Sham gap (spin up / spin down)**: 7.4 / 7.2 eV
**Relative energy (zero: lowest compared OMol25 entry of this formula, charge and spin)**: 0.000 eV

Geometry (Å):
1 Pt 0.1091 -0.1905 0.0521
2 O 4.1442 0.1163 1.0388
3 C 2.9579 -0.1215 1.1664
4 O 2.1542 -0.1624 0.1472
5 C 2.4354 -0.3605 2.5766
6 C 3.4223 -0.5039 3.5430
7 C 3.1096 -0.6421 4.8803
8 C 1.8002 -0.5707 5.3192
9 C 0.8283 -0.3915 4.3696
10 C 1.0685 -0.3806 2.9668
11 O 0.0365 -0.3869 2.1867
12 N -0.5321 -0.1656 4.8555
13 O -0.9838 -0.9208 5.6819
14 O -1.1040 0.8410 4.4541
15 N 4.1766 -0.8127 5.8660
16 O 5.3193 -0.8685 5.4615
17 O 3.8505 -0.8980 7.0358
18 H 4.4528 -0.4975 3.2186
19 H 1.5536 -0.6343 6.3691
20 N -1.8113 -0.4086 -0.6546
21 C -2.9120 -0.0775 -0.8420
22 N -4.1135 0.3411 -1.0406
23 C -4.1287 1.6648 -1.1808
24 N -4.1110 2.8199 -1.2832
25 C 0.1427 5.0906 1.1735
26 N 0.4347 4.0294 2.2406
27 C -0.8593 3.8022 3.0599
28 N -1.9397 3.4780 2.2083
29 C -2.1598 4.5123 1.2014
30 N -0.9677 4.7227 0.3714
31 C -0.6990 3.5920 -0.5286
32 P -0.3638 2.0663 0.4622
33 C 0.9082 2.7537 1.6117
34 C -1.8095 2.1462 1.6031
35 H 1.0504 5.2036 0.5809
36 H -0.0691 6.0117 1.7176
37 H 1.1603 4.3759 2.8690
38 H -1.0381 4.7431 3.5817
39 H -0.6506 2.9953 3.7624
40 H -2.3972 5.4526 1.7026
41 H -2.9934 4.2218 0.5632
42 H 0.1457 3.8247 -1.1791
43 H -1.5776 3.4207 -1.1530
44 H 1.8411 2.9504 1.0795
45 H 1.1104 2.0339 2.4048
46 H -1.6812 1.3829 2.3703
47 H -2.7192 1.9355 1.0418


[6]
The following is a DFT calculation (wB97M-V/def2-TZVPD) of 2 unconnected molecules or ions with the total composition C9H14N2O2 at a distorted geometry.

Calculated values
**LUMO energy**: 0.3 eV
**SMILES**: O=c1cc[nH]c(=O)[nH]1.C1CCCC1
**Highest occupied orbital energy**: -0.3461 hartree
**Kohn-Sham gap**: 9.8 eV
**Relative energy (zero: lowest compared OMol25 entry of this formula, charge and spin)**: 2.436 eV

Geometry (Å):
1 O -1.2833 0.3784 -1.7585
2 C -1.8998 -0.6194 -2.0903
3 C -1.4807 -2.0042 -1.8414
4 C -2.1960 -3.1122 -2.3731
5 N -3.2564 -2.8899 -3.2750
6 C -3.5696 -1.4888 -3.6308
7 O -4.2780 -1.2456 -4.5790
8 N -2.8389 -0.5044 -3.0028
9 H -0.5675 -2.2658 -1.1570
10 H -1.9491 -4.1952 -2.0410
11 H -3.9134 -3.3577 -3.7365
12 H -2.8397 0.4875 -3.4995
13 C 1.6345 0.2361 2.6899
14 C 2.7890 1.2373 3.2526
15 C 2.8829 2.4251 2.1621
16 C 1.5221 2.2231 1.4887
17 C 1.4018 0.7312 1.2569
18 H 2.0025 -0.7740 2.9084
19 H 0.6719 0.4397 3.3354
20 H 3.6506 0.7683 3.6657
21 H 2.2994 1.6393 4.1984
22 H 3.6598 2.3318 1.5488
23 H 2.8319 3.4188 2.6508
24 H 1.3556 2.5794 0.4753
25 H 0.6595 2.5524 2.0453
26 H 2.2350 0.4651 0.4928
27 H 0.4757 0.5438 0.8139


no.,M (g mol⁻¹)
1,258.3
2,139.2
3,325.4
4,240.4
5,645.4
6,182.2